(1)
Formula: CH2N2O2S2
Source: the Open Molecules 2025 dataset
Level of theory: wB97M-V/def2-TZVPD

Last column: Löwdin charge in e.
Positions of all 9 atoms, in Å:
N: -0.010 3.229 -0.173  0.197
C: 0.843 2.500 -0.121  -0.520
O: 1.751 1.663 -0.144  -0.147
S: 1.556 0.333 0.872  0.262
N: 0.157 -0.570 0.238  -0.090
O: 2.587 -0.533 0.486  -0.334
S: 1.415 0.926 2.599  0.465
H: -0.746 -0.117 0.221  0.048
H: 0.398 -0.855 -0.790  0.119

Summary:
ΔE to the lowest compared entry with this formula, charge and spin ... 1.976 eV
SMILES ... N#CO[S@@](N)(=O)=S
Multiplicity ... 1
Net charge ... 0
Electronic energy ... -1095.57720 Eh

(2)
Formula: C30H65N5O7
Source: the Open Molecules 2025 dataset
Level of theory: wB97M-V/def2-TZVPD

Last column: Löwdin charge in e.
Positions of all 107 atoms, in Å:
C: -7.378 -1.865 -0.126  -0.115
C: -6.609 -2.394 1.175  -0.252
C: -6.516 -3.962 1.224  -0.230
C: -5.501 -4.532 2.297  -0.194
C: -6.301 -4.844 3.631  -0.197
C: -5.790 -4.081 4.917  -0.196
C: -5.286 -2.605 4.662  -0.153
C: -3.725 -2.599 4.951  -0.167
O: -3.213 -1.262 5.155  0.027
C: -2.715 -0.725 4.009  -0.491
O: -3.164 -1.030 2.931  0.121
O: -1.696 0.233 4.089  0.094
C: -1.146 0.356 2.788  -0.310
C: -0.044 -0.503 2.419  0.005
C: 0.603 -0.526 1.109  -0.021
C: 0.006 0.456 0.172  -0.047
C: -1.066 1.270 0.711  -0.132
N: -1.647 1.260 1.931  0.137
H: -7.464 -2.659 -0.912  0.064
H: -8.428 -1.544 0.127  0.068
H: -6.807 -0.988 -0.519  0.065
H: -5.572 -1.963 1.177  0.104
H: -7.213 -2.034 2.048  0.101
H: -7.522 -4.439 1.381  0.109
H: -6.177 -4.307 0.203  0.105
H: -5.147 -5.521 1.884  0.104
H: -4.584 -3.910 2.437  0.099
H: -7.405 -4.703 3.520  0.102
H: -6.158 -5.945 3.842  0.104
H: -5.024 -4.665 5.489  0.102
H: -6.680 -3.994 5.609  0.108
H: -5.523 -2.198 3.651  0.086
H: -5.720 -1.908 5.428  0.119
H: -3.153 -3.182 4.177  0.136
H: -3.559 -3.142 5.924  0.130
H: 0.342 -1.207 3.199  0.118
H: 1.436 -1.203 0.838  0.097
H: 0.381 0.559 -0.876  0.088
H: -1.480 2.032 -0.003  0.105
C: -0.938 2.515 -3.228  -0.123
O: -0.186 3.505 -2.541  -0.203
C: -0.023 4.722 -3.251  -0.209
C: -1.236 5.669 -3.190  -0.431
C: -2.399 5.236 -4.078  -0.075
N: -1.724 5.834 -1.815  0.039
H: -0.766 2.540 -4.308  0.088
H: -2.000 2.630 -3.007  0.066
H: -0.633 1.539 -2.853  0.059
H: 0.821 5.228 -2.771  0.119
H: 0.282 4.527 -4.287  0.118
H: -0.902 6.647 -3.551  0.133
H: -2.976 4.417 -3.646  0.063
H: -3.092 6.068 -4.222  0.076
H: -2.045 4.922 -5.064  0.077
H: -0.977 6.226 -1.247  0.072
H: -1.858 4.901 -1.427  0.066
C: 6.034 0.011 -2.315  -0.111
O: 6.506 0.105 -0.983  -0.191
C: 6.133 1.297 -0.305  -0.209
C: 4.698 1.294 0.253  -0.422
C: 3.622 1.490 -0.810  -0.072
N: 4.415 0.059 0.995  0.046
H: 6.016 0.984 -2.814  0.090
H: 5.043 -0.447 -2.337  0.072
H: 6.710 -0.647 -2.864  0.086
H: 6.819 1.377 0.542  0.085
H: 6.317 2.175 -0.938  0.119
H: 4.620 2.136 0.948  0.136
H: 3.431 0.585 -1.390  0.063
H: 2.675 1.768 -0.340  0.064
H: 3.895 2.289 -1.505  0.079
H: 5.069 -0.012 1.771  0.063
H: 4.669 -0.721 0.391  0.070
C: 10.311 -0.490 5.158  -0.107
O: 9.831 0.790 4.783  -0.190
C: 10.233 1.217 3.490  -0.205
C: 9.410 0.621 2.333  -0.423
C: 9.748 -0.834 2.024  -0.067
N: 7.969 0.731 2.583  0.038
H: 11.313 -0.685 4.766  0.091
H: 9.616 -1.267 4.834  0.074
H: 10.354 -0.524 6.248  0.087
H: 10.085 2.301 3.483  0.121
H: 11.308 1.050 3.346  0.120
H: 9.645 1.203 1.435  0.136
H: 9.305 -1.530 2.738  0.065
H: 9.364 -1.108 1.038  0.077
H: 10.829 -0.994 2.016  0.079
H: 7.728 1.715 2.682  0.079
H: 7.791 0.346 3.510  0.077
C: -6.007 -0.228 -5.407  -0.106
O: -5.373 -1.049 -4.442  -0.191
C: -4.204 -1.710 -4.903  -0.206
C: -2.937 -0.835 -4.923  -0.423
C: -2.899 0.167 -6.074  -0.071
N: -2.762 -0.111 -3.658  0.051
H: -5.934 -0.646 -6.415  0.091
H: -5.590 0.781 -5.381  0.074
H: -7.062 -0.152 -5.139  0.088
H: -4.036 -2.528 -4.196  0.121
H: -4.386 -2.177 -5.880  0.119
H: -2.082 -1.506 -5.052  0.135
H: -3.535 1.036 -5.897  0.064
H: -1.882 0.542 -6.212  0.073
H: -3.211 -0.300 -7.012  0.078
H: -2.678 -0.788 -2.902  0.081
H: -3.639 0.367 -3.458  0.078

Summary:
SMILES ... CCCCCCCCOC(=O)Oc1ccccn1.COC[C@@H](C)N.COC[C@@H](C)N.COC[C@@H](C)N.COC[C@@H](C)N
Multiplicity ... 1
Net charge ... 0
Electronic energy ... -1982.37236 Eh

(3)
Formula: C15H42Cl6O16P4
Source: the Open Molecules 2025 dataset
Level of theory: wB97M-V/def2-TZVPD

Last column: Löwdin charge in e.
Positions of all 83 atoms, in Å:
C: 4.950 2.774 -1.511  -0.080
O: 3.810 2.504 -0.676  -0.212
P: 3.075 1.097 -0.799  0.356
O: 2.397 0.880 -2.082  -0.224
O: 4.186 0.030 -0.441  -0.192
C: 3.834 -1.306 -0.140  -0.120
O: 2.133 1.098 0.483  -0.219
C: 1.082 2.058 0.605  -0.091
H: 5.181 1.937 -2.171  0.087
H: 5.820 2.987 -0.895  0.089
H: 4.678 3.639 -2.114  0.092
H: 2.803 -1.602 -0.326  0.050
H: 4.112 -1.541 0.891  0.084
H: 4.464 -2.005 -0.695  0.096
H: 0.193 1.509 0.909  0.020
H: 0.845 2.556 -0.336  0.081
H: 1.301 2.832 1.338  0.090
C: 2.986 1.923 4.425  -0.066
O: 1.756 1.504 3.825  -0.234
P: 0.324 2.113 4.189  0.405
O: -0.762 1.589 3.352  -0.237
O: 0.202 1.739 5.749  -0.207
C: -0.089 0.393 6.079  -0.117
O: 0.582 3.694 4.198  -0.200
C: -0.561 4.502 4.479  -0.093
H: 3.545 1.049 4.746  0.093
H: 2.759 2.558 5.284  0.088
H: 3.545 2.523 3.709  0.093
H: -0.663 0.281 7.000  0.091
H: 0.832 -0.173 6.223  0.091
H: -0.716 -0.113 5.342  0.048
H: -0.495 5.001 5.442  0.093
H: -1.504 3.951 4.454  0.086
H: -0.683 5.244 3.691  0.093
C: -3.036 1.913 -0.643  -0.128
O: -3.145 1.540 -2.018  -0.213
P: -3.453 2.712 -3.089  0.396
O: -4.324 3.818 -2.642  -0.235
O: -4.007 1.941 -4.357  -0.202
C: -3.209 0.964 -5.050  -0.076
O: -1.999 3.169 -3.585  -0.217
C: -1.022 3.706 -2.717  -0.105
H: -3.515 1.122 -0.065  0.072
H: -3.444 2.902 -0.442  0.086
H: -1.996 1.886 -0.309  0.046
H: -2.757 1.423 -5.930  0.091
H: -3.909 0.161 -5.261  0.095
H: -2.373 0.594 -4.460  0.074
H: -0.594 4.580 -3.219  0.092
H: -0.173 3.039 -2.559  0.081
H: -1.431 4.057 -1.767  0.086
C: -1.633 -5.474 -5.814  -0.098
O: -0.954 -5.378 -4.554  -0.211
P: -1.139 -4.038 -3.713  0.352
O: -2.510 -3.519 -3.701  -0.230
O: -0.042 -3.096 -4.370  -0.205
C: 0.168 -1.796 -3.816  -0.090
O: -0.513 -4.405 -2.295  -0.233
C: -1.296 -4.901 -1.207  -0.111
H: -0.966 -6.000 -6.489  0.086
H: -1.988 -4.541 -6.248  0.087
H: -2.529 -6.070 -5.635  0.089
H: -0.619 -1.520 -3.120  0.083
H: 0.251 -1.070 -4.628  0.089
H: 1.164 -1.716 -3.375  0.082
H: -1.201 -4.161 -0.413  0.066
H: -0.951 -5.882 -0.894  0.086
H: -2.361 -4.961 -1.434  0.087
Cl: 1.840 -4.983 3.150  0.507
C: 2.739 -4.417 1.743  -0.995
Cl: 1.742 -4.210 0.276  0.561
H: 3.235 -3.482 1.973  0.011
H: 3.440 -5.198 1.476  0.019
Cl: -3.972 -1.896 3.445  0.496
C: -3.532 -0.186 3.423  -1.041
Cl: -3.693 0.460 5.057  0.522
H: -2.494 -0.101 3.123  -0.052
H: -4.180 0.308 2.706  0.029
Cl: -1.193 -0.640 0.736  0.606
C: 0.204 -0.801 1.841  -0.956
Cl: -0.029 -2.152 3.000  0.520
H: 1.068 -1.023 1.225  -0.002
H: 0.408 0.093 2.419  -0.030

Summary:
ΔE to the lowest compared entry with this formula, charge and spin ... 0.000 eV
SMILES ... COP(=O)(OC)OC.COP(=O)(OC)OC.COP(=O)(OC)OC.COP(=O)(OC)OC.ClCCl.ClCCl.ClCCl
Multiplicity ... 1
Net charge ... 0
Electronic energy ... -5927.49529 Eh

(4)
Formula: C17H24N4O3
Source: the Open Molecules 2025 dataset
Level of theory: wB97M-V/def2-TZVPD

Last column: Löwdin charge in e.
Positions of all 48 atoms, in Å:
N: -2.613 4.062 1.239  -0.020
C: -2.004 3.488 0.053  -0.317
C: -2.140 1.962 -0.127  -0.212
C: -3.612 1.528 -0.254  -0.199
C: -3.854 0.097 -0.744  -0.133
C: -3.525 -1.023 0.275  -0.186
N: -2.096 -1.119 0.589  0.129
C: -1.096 -1.278 -0.281  -0.433
O: -1.259 -1.543 -1.476  0.034
C: 0.312 -1.060 0.287  -0.306
N: 0.286 -1.050 1.733  0.050
C: 1.313 -2.032 -0.352  -0.095
C: 2.724 -1.734 0.041  -0.192
C: 3.517 -2.437 0.906  -0.052
N: 4.739 -1.806 1.040  0.069
C: 4.754 -0.679 0.246  -0.211
C: 5.763 0.273 0.052  -0.024
C: 5.482 1.318 -0.815  -0.097
C: 4.242 1.420 -1.471  -0.094
C: 3.252 0.475 -1.274  -0.022
C: 3.493 -0.596 -0.391  -0.128
C: -4.126 -2.348 -0.213  -0.488
O: -5.125 -2.792 0.297  0.108
O: -3.528 -2.948 -1.251  0.121
H: -2.275 3.563 2.080  0.077
H: -3.632 3.934 1.224  0.064
H: -2.407 3.995 -0.836  0.109
H: -0.915 3.750 0.083  0.114
H: -1.578 1.656 -1.058  0.128
H: -1.658 1.465 0.732  0.098
H: -4.126 1.629 0.717  0.113
H: -4.114 2.205 -0.953  0.115
H: -3.287 -0.085 -1.678  0.125
H: -4.886 -0.026 -1.002  0.116
H: -4.032 -0.839 1.178  0.137
H: -1.768 -0.902 1.547  0.141
H: 0.586 -0.035 -0.005  0.149
H: 0.344 -2.011 2.075  0.096
H: 1.122 -0.573 2.085  0.096
H: 1.202 -1.970 -1.441  0.127
H: 1.033 -3.030 -0.036  0.124
H: 3.322 -3.374 1.465  0.135
H: 5.512 -2.124 1.605  0.152
H: 6.733 0.208 0.575  0.114
H: 6.241 2.082 -0.986  0.101
H: 4.084 2.216 -2.149  0.086
H: 2.317 0.549 -1.806  0.107
H: -2.715 -2.457 -1.527  0.071

Summary:
ΔE to the lowest compared entry with this formula, charge and spin ... 0.046 eV
SMILES ... NCCCC[C@H](NC(=O)[C@@H](N)Cc1c[nH]c2ccccc12)C(=O)O
Multiplicity ... 1
Net charge ... 0
Electronic energy ... -1107.00540 Eh

Please write out number 4 again, unchanged.
Formula: C17H24N4O3
Source: the Open Molecules 2025 dataset
Level of theory: wB97M-V/def2-TZVPD

Last column: Löwdin charge in e.
Positions of all 48 atoms, in Å:
N: -2.613 4.062 1.239  -0.020
C: -2.004 3.488 0.053  -0.317
C: -2.140 1.962 -0.127  -0.212
C: -3.612 1.528 -0.254  -0.199
C: -3.854 0.097 -0.744  -0.133
C: -3.525 -1.023 0.275  -0.186
N: -2.096 -1.119 0.589  0.129
C: -1.096 -1.278 -0.281  -0.433
O: -1.259 -1.543 -1.476  0.034
C: 0.312 -1.060 0.287  -0.306
N: 0.286 -1.050 1.733  0.050
C: 1.313 -2.032 -0.352  -0.095
C: 2.724 -1.734 0.041  -0.192
C: 3.517 -2.437 0.906  -0.052
N: 4.739 -1.806 1.040  0.069
C: 4.754 -0.679 0.246  -0.211
C: 5.763 0.273 0.052  -0.024
C: 5.482 1.318 -0.815  -0.097
C: 4.242 1.420 -1.471  -0.094
C: 3.252 0.475 -1.274  -0.022
C: 3.493 -0.596 -0.391  -0.128
C: -4.126 -2.348 -0.213  -0.488
O: -5.125 -2.792 0.297  0.108
O: -3.528 -2.948 -1.251  0.121
H: -2.275 3.563 2.080  0.077
H: -3.632 3.934 1.224  0.064
H: -2.407 3.995 -0.836  0.109
H: -0.915 3.750 0.083  0.114
H: -1.578 1.656 -1.058  0.128
H: -1.658 1.465 0.732  0.098
H: -4.126 1.629 0.717  0.113
H: -4.114 2.205 -0.953  0.115
H: -3.287 -0.085 -1.678  0.125
H: -4.886 -0.026 -1.002  0.116
H: -4.032 -0.839 1.178  0.137
H: -1.768 -0.902 1.547  0.141
H: 0.586 -0.035 -0.005  0.149
H: 0.344 -2.011 2.075  0.096
H: 1.122 -0.573 2.085  0.096
H: 1.202 -1.970 -1.441  0.127
H: 1.033 -3.030 -0.036  0.124
H: 3.322 -3.374 1.465  0.135
H: 5.512 -2.124 1.605  0.152
H: 6.733 0.208 0.575  0.114
H: 6.241 2.082 -0.986  0.101
H: 4.084 2.216 -2.149  0.086
H: 2.317 0.549 -1.806  0.107
H: -2.715 -2.457 -1.527  0.071

Summary:
ΔE to the lowest compared entry with this formula, charge and spin ... 0.046 eV
SMILES ... NCCCC[C@H](NC(=O)[C@@H](N)Cc1c[nH]c2ccccc12)C(=O)O
Multiplicity ... 1
Net charge ... 0
Electronic energy ... -1107.00540 Eh